2 unconnected molecules or ions with the total composition C3H6F3NO at a distorted geometry. Source: OMol25; level of theory: ωB97M-V with the def2-TZVPD basis set.

HOMO level = -8.1 eV
orbital gap = 8.651 eV
F_max = 6.017 eV/A
energy = -14895.1899 eV

Structure (ORCA input):
```
! wB97M-V def2-TZVPD RIJCOSX def2/J DEFGRID3
* xyz 0 1
C -0.691 0.391 -0.604
C 3.576 0.629 0.733
C 3.252 0.342 2.220
N 0.051 -0.388 0.352
O 2.577 0.586 -0.004
F 3.953 -0.673 2.657
F 1.887 0.092 2.467
F 3.536 1.401 2.948
H -1.701 0.019 -0.444
H -0.671 1.362 -0.383
H -0.379 0.099 -1.711
H 0.013 0.042 1.264
H -0.335 -1.299 0.488
H 1.579 0.051 0.336
*
```